1.
The following is a quantum chemistry calculation of a cluster of 12 separate species, C4H34N2O11 in total, from the Open Molecules 2025 dataset.

Structure (ORCA input):
```
! wB97M-V def2-TZVPD RIJCOSX def2/J DEFGRID3
* xyz 0 1
C -0.42835 1.41522 -1.24768
N -0.92161 0.18878 -0.59725
C -1.64613 -0.69972 -1.43409
C -1.87624 -2.12128 -0.71890
C -0.77753 -2.50287 0.30153
N 0.52031 -3.07097 -0.17937
H -1.36568 2.03243 -1.49665
H 0.24032 1.23519 -2.09216
H 0.25119 1.87415 -0.45382
H -0.03654 -0.21051 -0.16884
H -1.24362 -0.98391 -2.38943
H -2.62636 -0.11611 -1.47092
H -2.86619 -2.11378 -0.12225
H -2.10110 -2.90240 -1.41090
H -0.39462 -1.63599 0.88061
H -1.29251 -3.31859 0.95446
H 0.38944 -4.05180 -0.28203
H 0.83803 -2.68791 -1.06018
O 3.70154 0.43702 0.39023
H 3.25080 -0.14774 1.06501
H 4.35775 -0.24173 0.19859
O 0.51518 -0.11596 2.28645
H 0.55059 0.60975 2.93349
H -0.15174 -0.76724 2.41955
O -0.99709 4.41043 1.10026
H -1.37149 3.53915 0.98522
H -0.22975 4.48810 1.66488
O -0.39767 1.94737 3.76450
H 0.39471 2.52384 3.82316
H -0.66844 2.01462 2.84536
O -3.18695 2.75042 -0.93687
H -2.98503 3.56309 -0.48315
H -3.50531 2.93116 -1.84307
O 2.23910 -0.57551 -1.58456
H 2.68475 -0.44597 -0.71155
H 2.78646 0.10002 -1.98835
O 2.87953 -2.19433 -3.26190
H 2.14810 -2.69516 -2.92593
H 3.16968 -1.49489 -2.60925
O -2.20377 -0.26623 2.90567
H -2.05904 0.54264 3.50523
H -2.62143 -0.92101 3.43044
O 2.53502 -1.72216 1.61250
H 1.94149 -2.36435 1.22173
H 1.87700 -1.05260 1.91846
O -2.04117 1.87826 1.55457
H -1.31170 1.23758 1.38200
H -2.89248 1.68795 1.07644
O 1.21592 -0.82381 -4.89288
H 1.95375 -0.26555 -5.13442
H 1.69460 -1.35551 -4.21540
*
```

Calculated values
energy relative to the best compared isomer or geometry (same formula, charge and spin)	297.8	kJ/mol
gap between HOMO and LUMO	8.7	eV

***

2.
The following is a quantum chemistry calculation of a structure of composition C5H8O, from the Open Molecules 2025 dataset.

Structure (ORCA input):
```
! wB97M-V def2-TZVPD RIJCOSX def2/J DEFGRID3
* xyz 0 1
C 1.65885 -0.18665 0.72256
C 0.74525 0.32588 -0.36734
O 0.25823 -0.74995 -1.20956
C -1.05689 -0.27771 -1.02070
C -1.50445 -0.33983 0.39749
C -0.68435 0.82735 -0.08439
H 2.43681 -0.80789 0.26544
H 1.12268 -0.80246 1.45189
H 2.13964 0.64588 1.24462
H 1.26631 1.04147 -1.01273
H -1.75551 -0.25759 -1.84973
H -2.58556 -0.26677 0.42274
H -1.06999 -1.02668 1.12000
H -0.97101 1.87496 -0.08029
*
```

Calculated values
energy relative to the best compared isomer or geometry (same formula, charge and spin)	224.8	kJ/mol
gap between HOMO and LUMO	10.4	eV

***

3.
The following is a quantum chemistry calculation of a cluster of 7 separate species, C6H25NO7 in total, from the Open Molecules 2025 dataset.

Structure (ORCA input):
```
! wB97M-V def2-TZVPD RIJCOSX def2/J DEFGRID3
* xyz 0 1
C 0.18652 -2.76005 -2.56839
N 0.22100 -2.80569 -1.08871
C -0.31427 -1.53277 -0.56597
C -0.27272 -1.43273 0.94732
C -1.67841 -1.32106 1.61746
C -2.32092 0.07911 1.42518
C -1.82723 0.94308 2.50393
O -0.89497 1.72298 2.37906
H 0.97554 -2.11058 -2.95019
H 0.05504 -3.73763 -3.01304
H -0.70251 -2.17086 -2.88894
H -0.37764 -3.57339 -0.79949
H -1.35410 -1.35921 -0.86605
H 0.40121 -0.84528 -1.00780
H 0.20866 -2.30445 1.39780
H 0.19769 -0.52688 1.30033
H -1.53892 -1.45823 2.70798
H -2.34508 -2.11403 1.28398
H -2.20780 0.41890 0.38531
H -3.43721 0.09351 1.45626
H -2.34136 0.83597 3.46380
O -0.23646 2.01393 -0.26329
H -0.71126 2.32197 0.52685
H 0.26121 2.82334 -0.61106
O 1.88401 3.41945 -0.55122
H 2.28317 3.20582 -1.41474
H 2.03007 2.61670 -0.03452
O -1.02233 1.43597 -2.78019
H -0.70164 1.57714 -1.85352
H -1.19403 2.35744 -3.01806
O 2.29589 0.88965 0.44111
H 2.22102 0.33577 -0.34820
H 1.37508 1.02241 0.73345
O 1.53501 1.44398 3.88651
H 2.18050 1.41445 3.17026
H 0.69005 1.68530 3.49212
O 2.08646 -0.54867 -1.97241
H 1.44999 -1.25670 -2.14558
H 2.94076 -0.79865 -2.37737
*
```

Calculated values
energy relative to the best compared isomer or geometry (same formula, charge and spin)	285.2	kJ/mol
gap between HOMO and LUMO	9.8	eV

***

4.
The following is a quantum chemistry calculation of a cluster of 13 separate species, C39H66B4F25N12O9S3 in total, from the Open Molecules 2025 dataset.

Structure (ORCA input):
```
! wB97M-V def2-TZVPD RIJCOSX def2/J DEFGRID3
* xyz -1 1
C 9.42304 21.73848 15.84831
C 10.12558 21.31454 17.16777
N 11.55925 21.02153 16.96203
C 12.61051 21.90679 16.90571
C 13.70901 21.16165 16.61143
N 13.39597 19.87945 16.26957
C 12.03686 19.78253 16.60733
C 14.28806 18.74133 15.83351
H 9.88999 22.59566 15.36324
H 8.34966 21.86752 15.98726
H 9.55480 20.98415 15.07260
H 9.65635 20.53177 17.76376
H 10.05240 22.17702 17.83025
H 12.47705 22.97349 17.00934
H 14.74876 21.45286 16.58874
H 11.47283 18.86730 16.50423
H 14.16450 18.78018 14.75123
H 13.84309 17.83440 16.24289
H 15.34414 18.84891 16.08094
C 18.74194 16.60361 14.62784
C 17.21530 16.35252 14.74351
N 16.71539 15.47900 13.68767
C 16.79829 14.07619 13.68212
C 16.27457 13.52158 12.53701
N 15.65748 14.61884 11.94568
C 16.00307 15.81474 12.56285
C 14.73451 14.56085 10.80790
H 19.11000 17.12520 15.51134
H 18.92747 17.27053 13.78588
H 19.36768 15.71559 14.53870
H 16.68903 17.29973 14.62544
H 16.87394 15.93211 15.68946
H 17.20170 13.53342 14.52418
H 16.12173 12.53000 12.13725
H 15.52181 16.76043 12.36167
H 14.29558 13.57003 10.69077
H 15.32421 14.66403 9.89701
H 13.98225 15.34783 10.86144
C 26.02608 17.61079 13.28410
C 25.85566 17.72998 14.82122
N 24.47764 17.79716 15.33044
C 23.65261 18.87619 15.02198
C 22.51508 18.85789 15.80644
N 22.76023 17.73752 16.66342
C 23.94250 17.06158 16.35074
C 21.71746 17.13813 17.48984
H 25.72650 18.51729 12.75815
H 25.43372 16.79934 12.86130
H 27.01877 17.37913 12.89811
H 26.32257 18.64978 15.17344
H 26.31645 16.88983 15.34077
H 23.86099 19.52381 14.18319
H 21.63426 19.48065 15.75406
H 24.16719 16.08688 16.75804
H 20.91798 17.86451 17.63581
H 22.10381 16.80219 18.45211
H 21.40438 16.15458 17.13954
C 17.85618 16.41088 8.99054
C 18.83587 17.61140 8.91238
N 20.13375 17.17633 9.40944
C 21.06115 16.37383 8.77924
C 22.14814 16.12996 9.66813
N 21.84879 16.77579 10.88607
C 20.60545 17.38994 10.71892
C 22.66769 16.63223 12.09270
H 16.90759 16.51936 8.46468
H 17.46529 16.19205 9.98423
H 18.29433 15.43722 8.77118
H 18.49131 18.45645 9.50842
H 18.89441 18.08911 7.93439
H 20.85279 16.03578 7.77489
H 23.04866 15.57692 9.44541
H 20.18103 18.02160 11.48526
H 22.28613 15.83660 12.73260
H 22.71153 17.59441 12.60298
H 23.67552 16.39947 11.74890
C 22.47712 9.62415 19.11253
C 21.38759 8.62625 18.72556
N 20.60082 8.99427 17.55211
C 19.20769 8.95149 17.39609
C 18.79888 9.55960 16.20770
N 19.92568 10.03393 15.61951
C 21.02178 9.57689 16.35462
C 19.94775 10.80710 14.38508
H 23.05259 10.12397 18.33337
H 23.27586 9.22114 19.73518
H 21.97515 10.40351 19.68587
H 20.64162 8.64901 19.51999
H 21.65263 7.56943 18.69410
H 18.70992 8.60287 18.28890
H 17.86618 9.82422 15.73183
H 22.07087 9.65892 16.11158
H 20.82332 11.45017 14.47412
H 19.10181 11.48133 14.25128
H 19.99482 10.10781 13.55028
C 19.60020 14.06342 11.63305
C 19.39939 12.94147 10.63767
N 20.34094 11.88110 10.60398
C 21.70735 12.08255 10.39926
C 22.32894 10.83183 10.03933
N 21.34007 9.85548 10.14879
C 20.19312 10.51404 10.52199
C 21.54882 8.38549 9.99738
H 20.58949 14.52095 11.62515
H 19.60705 13.71675 12.66643
H 18.76764 14.73677 11.42924
H 19.30464 13.39305 9.65015
H 18.47839 12.41531 10.88868
H 22.11351 13.07267 10.25402
H 23.35278 10.56390 9.82400
H 19.17036 10.16713 10.51947
H 20.86028 7.82784 10.63223
H 22.63352 8.30451 10.06785
H 21.25478 8.18484 8.96715
B 17.27038 13.33884 17.43927
F 17.66392 13.25598 18.71724
F 18.40340 13.77056 16.68756
F 16.91719 12.11794 16.93445
F 16.22914 14.18025 17.30817
B 15.98769 10.75697 9.67981
F 16.24519 12.00357 9.29124
F 16.88132 10.35044 10.61790
F 14.81262 10.66785 10.35380
F 15.99670 9.92844 8.57265
B 16.09297 9.23776 13.61799
F 16.94972 10.30436 13.63178
F 14.99343 9.61879 12.88685
F 16.76344 8.30487 12.96569
F 15.76569 8.80809 14.85668
B 17.27410 19.88155 12.60076
F 17.87351 19.75156 13.75725
F 15.91340 19.70713 12.70727
F 17.51077 21.18448 12.19821
F 17.82033 19.01324 11.66119
C 19.62785 20.64592 18.59298
F 19.78513 19.65944 19.41775
F 19.33576 21.79826 19.28607
F 20.68805 20.75192 17.81625
S 18.16286 20.31411 17.34514
O 18.52834 21.03746 16.11738
O 18.13572 18.85834 17.16529
O 16.91274 20.74694 17.95621
C 11.12351 14.68296 13.58854
F 10.63923 15.28886 12.54452
F 10.11048 14.22984 14.39813
F 11.82983 13.55991 13.13995
S 12.36017 15.97998 14.53955
O 13.19362 16.53754 13.46130
O 11.53136 17.06516 15.08283
O 13.09482 15.22887 15.52637
C 12.50697 17.27523 9.21255
F 11.41443 17.97523 8.86407
F 13.24138 17.80611 10.17895
F 12.11686 16.02300 9.49280
S 13.67085 17.11529 7.57864
O 14.16412 15.72030 7.58142
O 12.79486 17.31773 6.36591
O 14.73150 18.13332 7.72982
*
```

Calculated values
gap between HOMO and LUMO	4.3	eV

***

5.
The following is a quantum chemistry calculation of a cluster of 5 separate species, C28H35F13N2O11 in total, from the Open Molecules 2025 dataset.

Structure (ORCA input):
```
! wB97M-V def2-TZVPD RIJCOSX def2/J DEFGRID3
* xyz 0 1
N 4.05906 2.12425 -0.47029
C 3.47995 0.89511 0.11244
C 2.31086 0.26042 -0.71613
O 2.80162 -0.77165 -1.61791
C 1.43788 1.28673 -1.53849
C 0.20619 1.73727 -0.67261
C -0.91847 2.62089 -1.32552
C -1.81269 2.93717 -0.03775
F -2.10648 4.31338 -0.20216
C -3.04161 2.01437 -0.10696
C -4.40949 2.53147 -0.29592
C -5.45400 1.52647 -0.38425
N -5.37980 0.18461 -0.32381
C -4.14144 -0.31619 -0.10657
C -2.99986 0.56160 0.00209
O -0.91898 2.82754 1.04706
C 0.42032 2.61063 0.60432
O 1.39919 3.04143 1.09855
H 4.71900 2.46255 0.23994
H 3.36871 2.87459 -0.53666
H 3.15515 1.10940 1.17269
H 4.31351 0.14973 0.20088
H 1.65698 -0.28464 0.02545
H 2.27145 -1.55937 -1.41440
H 2.01263 2.14738 -1.95316
H 1.03969 0.70616 -2.41633
H -0.16596 0.76825 -0.25468
H -0.33299 3.48390 -1.73455
H -1.45755 2.14986 -2.18573
H -4.61719 3.62303 -0.36236
H -6.48543 1.93702 -0.52743
H -3.98340 -1.41711 -0.03481
H -2.00914 0.07999 0.18305
C -7.59790 -2.40512 -1.20737
C -7.62304 -3.85778 -0.77870
O -7.62130 -4.72998 -1.92269
C -6.42962 -4.94873 -2.48546
O -5.39643 -4.47294 -2.11033
C -6.56912 -5.92989 -3.65190
F -7.61009 -5.62905 -4.44753
F -6.76224 -7.18817 -3.21580
F -5.48032 -5.94944 -4.42989
H -8.42130 -2.19389 -1.89269
H -7.67936 -1.74704 -0.34211
H -6.67419 -2.16588 -1.73531
H -8.54431 -4.06369 -0.23324
H -6.79328 -4.09573 -0.11078
C 5.09419 -2.14306 -3.01315
C 6.18456 -2.79126 -2.18627
O 5.95218 -4.20564 -2.04811
C 6.33082 -4.96369 -3.08118
O 6.83135 -4.55195 -4.08736
C 6.07191 -6.44053 -2.77334
F 4.85430 -6.64329 -2.23852
F 6.96894 -6.92517 -1.89453
F 6.14563 -7.20690 -3.86790
H 4.11582 -2.36325 -2.59361
H 5.22868 -1.06204 -3.04739
H 5.09679 -2.52453 -4.03624
H 6.17538 -2.37576 -1.17807
H 7.17497 -2.60170 -2.60394
C -4.69084 3.65917 3.80347
C -5.46854 2.45396 4.27233
O -6.75841 2.84322 4.77028
C -7.68686 3.06182 3.83430
O -7.50073 2.96987 2.65431
C -9.02817 3.40307 4.48752
F -8.89616 4.29827 5.48155
F -9.60770 2.31153 5.01976
F -9.89954 3.92059 3.61365
H -4.61814 4.40683 4.59553
H -3.68431 3.37122 3.49639
H -5.18848 4.13600 2.95744
H -4.94627 1.97420 5.10043
H -5.56874 1.70932 3.48013
C 9.64219 1.09860 3.51107
C 9.19777 2.38594 2.84694
O 9.07550 2.21228 1.42445
C 7.94484 1.64073 1.00151
O 7.05559 1.26969 1.71406
C 7.92847 1.56789 -0.52665
F 9.09549 1.12947 -1.03161
F 7.70044 2.77350 -1.07669
F 6.97795 0.74533 -0.98228
H 10.56379 0.73158 3.05563
H 9.81144 1.25505 4.57706
H 8.89237 0.31501 3.39189
H 9.95213 3.15769 3.00075
H 8.26417 2.75806 3.27223
*
```

Calculated values
gap between HOMO and LUMO	9.4	eV